Record 1
Computed, not measured: C37H70N3O2P2PmSi as an isolated structure in a non-equilibrium geometry, with ωB97M-V with the def2-TZVPD basis set.

Multiplicity ... 5
Highest occupied orbital energy (alpha / beta) ... -6.78 / -6.79 eV
E ... -3347.2175 a.u.

Last column: Mulliken charge in e.
Cartesian coordinates (Å):
C: 6.1052 12.0171 11.3063  -1.34
H: 13.6363 15.4806 8.9668  0.15
H: 9.3526 16.6503 10.8316  0.32
C: 12.1419 9.6697 10.1459  0.25
P: 9.5360 11.1126 13.1482  1.07
C: 6.0354 11.2836 7.1086  0.33
H: 12.2053 9.4460 9.1072  0.59
H: 11.6666 11.9904 15.4453  0.30
C: 13.2099 9.2250 10.9470  -0.88
C: 11.8308 13.3057 5.7613  -1.23
H: 4.9777 11.3881 7.3881  0.42
H: 8.9392 10.9659 15.3917  0.24
H: 10.4602 11.1375 5.0155  0.40
C: 13.1482 11.3125 5.8969  -1.27
C: 9.2294 13.9432 13.8398  -1.67
C: 12.5105 15.2156 11.2427  -1.20
H: 8.3788 6.2854 10.1829  0.42
H: 12.0017 15.7697 10.4732  -0.04
H: 14.0417 8.6775 10.4766  0.33
H: 11.0524 9.4515 15.5369  0.27
H: 8.9735 14.2216 12.8067  0.28
C: 10.0583 9.1020 15.1992  -1.55
C: 10.9755 10.4530 12.2142  0.74
H: 11.1173 13.9037 6.3556  0.20
C: 7.5508 9.9946 9.3513  0.57
C: 10.2537 17.0261 7.8172  -1.23
C: 10.9968 10.2561 10.7655  -1.58
H: 7.1792 11.9890 11.4627  0.01
H: 10.6106 16.8293 6.8021  0.31
H: 16.1792 9.2907 7.3204  0.30
H: 14.3819 11.9625 9.5230  -0.16
C: 7.6025 15.6899 7.2995  -0.89
H: 10.0718 12.5900 16.0090  0.36
P: 7.1208 11.6128 8.6880  1.68
Pm: 11.0955 12.4557 8.8488  -1.07
H: 7.8178 15.0447 6.4648  0.17
C: 15.1784 11.3349 9.0261  -1.14
H: 7.3181 9.4715 6.7348  0.17
H: 12.2367 10.3766 14.0178  0.00
H: 6.7171 15.2678 7.7771  0.12
H: 10.6522 10.2105 6.5297  0.29
H: 10.2445 8.3219 14.4824  0.34
H: 7.3314 16.7080 6.9969  0.51
H: 16.0690 11.9081 8.7983  0.59
H: 4.0812 13.5533 10.0017  0.40
H: 6.0760 6.9343 9.6334  0.44
C: 9.1065 10.1679 14.6637  0.74
H: 5.6582 12.8795 11.8589  0.44
Si: 9.0680 15.6844 8.5065  0.63
H: 5.4897 13.2246 6.2603  0.29
C: 10.7014 11.2490 6.1032  -1.45
H: 9.6121 8.6529 16.1221  0.43
H: 12.9636 10.2394 5.8317  0.56
H: 7.8094 15.7723 10.7015  0.22
H: 11.1221 17.0412 8.4526  0.30
H: 13.3637 11.6669 4.8851  0.25
H: 5.6939 11.0686 11.6786  0.24
C: 5.0820 13.4778 9.5240  -1.34
C: 8.8873 9.6994 9.8357  -0.58
H: 11.7514 14.8111 11.9227  -0.07
C: 12.1702 10.1547 12.9183  0.21
C: 6.5249 9.0241 9.3754  -1.02
C: 10.2752 12.7843 13.8671  2.48
H: 13.1215 15.9314 11.7972  0.56
C: 14.2865 13.4753 11.6980  -1.51
H: 7.8334 8.5476 13.8346  0.38
H: 4.9069 11.4398 9.6513  0.28
H: 6.3210 9.9852 5.3423  0.45
H: 7.2048 12.9201 6.1268  -0.07
H: 13.6849 12.7808 12.2813  0.06
C: 15.0609 9.3465 7.4638  -0.97
C: 6.2930 9.8735 6.4774  -1.32
H: 14.7303 14.0693 8.9136  0.14
C: 14.2960 14.8141 9.5619  -1.32
C: 6.2551 12.4358 6.0885  -1.22
C: 8.1363 7.3235 9.9960  -0.87
C: 8.5093 16.4427 10.1632  -1.14
C: 13.2631 9.5525 12.3187  -1.18
H: 9.6479 14.7926 14.3386  0.51
H: 8.0494 17.4129 10.0549  0.46
H: 9.8020 18.0288 7.9045  0.37
H: 4.9364 13.6336 8.4644  0.29
H: 6.1287 12.0919 5.0544  0.52
N: 9.8450 10.6614 9.9732  0.59
C: 6.8258 7.6960 9.6841  -1.10
H: 11.4086 13.2144 4.7534  0.36
C: 9.1229 8.2854 10.0823  -0.39
H: 15.1142 12.9250 11.2950  0.43
H: 11.0791 12.9899 13.1090  -1.79
H: 15.5361 10.5675 9.7515  0.42
H: 5.5214 9.1476 6.7772  0.30
H: 9.8420 11.7148 6.5704  0.50
O: 9.8415 14.2240 8.6417  0.33
H: 14.7542 14.1821 12.3771  0.49
H: 14.2612 12.6396 7.1561  0.05
H: 11.3673 13.6896 15.4493  0.45
C: 7.7224 9.4465 14.4358  -1.49
H: 7.3360 9.1648 15.4491  0.46
C: 13.4330 14.0972 10.6460  1.60
H: 15.0941 15.3597 10.0608  0.42
H: 14.1141 9.2209 12.9162  0.40
H: 5.7308 14.2990 9.9087  0.11
C: 14.4015 11.6352 6.7512  -0.45
N: 11.9281 11.9942 6.4007  1.05
O: 12.6547 13.0578 10.0826  0.87
H: 14.5706 9.0640 6.5195  0.34
C: 10.8686 12.7153 15.2590  -1.54
H: 10.1160 7.9465 10.4553  0.24
C: 5.7496 12.1372 9.8333  0.44
H: 6.9151 10.0798 13.9728  0.24
H: 5.5566 9.4054 9.0822  0.44
H: 8.3258 13.7135 14.4040  0.42
H: 14.8274 8.5977 8.2647  0.20
N: 14.6077 10.6934 7.8475  0.78
H: 15.2569 11.6514 6.0549  0.35
H: 12.7973 13.7799 5.6656  0.41

Forces on atoms 1 to 2 (eV/Å):
-0.364 0.188 0.322
0.572 -0.244 0.273


Record 2
Computed, not measured: a 7-piece molecular cluster, C37H70O17S7 overall in a non-equilibrium geometry, with ωB97M-V with the def2-TZVPD basis set.

Highest occupied orbital energy ... -8.07 eV
E ... -5517.9236 a.u.
SMILES string ... C=CC(=O)OCCCCCC[C@H]1CCCS(=O)(=O)O1.O=S1(=O)CCCC1.O=S1(=O)CCCC1.O=S1(=O)CCCC1.O=S1(=O)CCCC1.O=S1(=O)CCCC1.O=S1(=O)CCCC1

Last column: Mulliken charge in e.
Cartesian coordinates (Å):
C: 5.4994 -0.7997 0.6266  0.46
H: 1.1830 -11.1999 -3.8215  0.37
H: -1.5688 -0.7765 2.9806  0.11
H: -2.6204 1.7505 3.0081  -0.05
H: -1.1933 7.6606 4.6486  0.26
C: -1.8811 4.9963 5.1738  -0.46
C: -2.9207 0.8391 3.5275  -0.32
C: 1.3471 3.3782 0.7681  -0.71
H: -0.6243 -4.3764 0.9030  0.37
H: -2.9934 -0.1311 6.9625  0.47
H: -1.1896 3.5155 -0.7382  0.44
H: 1.9106 -1.2802 -6.4350  0.41
H: 1.3718 -7.7589 -0.0955  -0.06
H: -1.9506 4.0272 5.6687  0.19
C: 3.5359 -9.4946 -4.4550  -0.61
H: -3.3152 1.9400 -0.4825  0.28
H: 2.4586 -1.9799 -3.9773  0.44
H: 2.0693 1.6260 -0.5706  -0.85
H: -2.1413 6.5790 6.6457  0.37
H: -3.6948 0.3235 2.9565  0.42
H: 0.7981 -7.6459 1.5918  0.39
H: 2.5082 -0.5463 -0.3565  0.32
O: -0.4132 1.2417 -3.8426  -0.67
H: 5.5233 2.3970 0.7803  0.36
H: -1.5931 1.2855 0.9720  -0.15
C: 3.7335 3.1183 -0.4419  -1.16
H: -2.8536 5.2767 4.7673  0.39
H: 0.7950 1.6554 2.1017  0.32
C: 2.1663 2.7531 -0.4509  1.26
H: 4.1148 0.5368 -1.4618  -0.10
H: -0.9852 -7.9299 -0.4618  0.31
H: 2.8414 0.2769 -3.0721  -0.24
H: -3.6768 7.6261 -0.8904  0.31
H: 0.8640 4.3980 0.5368  0.21
C: 2.2042 -9.7989 -5.1447  -0.60
H: 2.6895 -2.5002 -0.6064  0.32
C: 5.0481 0.9455 -0.9489  -0.26
S: -1.1926 -0.7115 -0.5268  1.18
C: -4.4770 7.2236 -0.2610  -0.67
H: 3.9857 -8.5037 -2.5489  0.44
O: 2.1056 -10.2190 -1.5840  -0.72
S: -4.1703 4.7309 -0.9916  1.49
O: -2.9165 4.7192 -1.7092  -0.66
O: 1.5977 -5.1577 2.0793  -0.74
C: -5.3652 5.6576 -1.9486  -0.86
C: -1.9957 -0.7983 5.1237  -0.87
H: -1.6541 0.9180 6.4087  0.33
C: 4.6382 1.9362 0.2371  -0.18
H: -1.7760 -5.4917 -0.9671  0.45
H: 0.3238 0.5022 -6.2365  0.36
H: -2.7770 -1.5511 4.9789  0.36
H: 0.2718 -3.8444 -0.5498  -0.37
H: -0.4286 2.0987 -1.7665  -0.95
O: -0.4794 -1.7837 -1.3558  -0.66
C: -2.4782 0.2746 6.0922  -0.71
C: 0.3591 6.1859 4.3653  -0.93
S: 1.7202 -9.2535 -2.5867  1.13
H: -0.2315 -5.9454 -1.7004  0.29
C: -1.7250 -0.0741 3.8026  0.09
H: 3.9192 -2.0108 1.8567  0.34
C: -0.5189 7.0523 5.2601  -0.58
C: 0.7598 -7.1877 0.6031  -0.32
H: 3.9728 -10.4216 -4.0702  0.30
H: 4.2540 -9.0425 -5.1417  0.34
C: 1.7653 -1.1845 -4.2576  -0.81
C: -4.0422 5.8981 0.3511  -0.51
H: -0.8152 0.5283 3.8969  0.01
C: -0.7453 -5.7787 -0.7490  -0.65
H: 2.1202 3.6071 1.5953  0.45
H: 1.1707 5.7279 4.9347  0.35
C: -1.3334 6.0746 6.1115  -0.72
O: 0.7887 -8.1820 -2.3093  -0.56
H: -6.2468 5.0400 -2.1218  0.37
H: 3.9426 1.4281 0.9912  0.22
S: 1.4227 -5.5283 0.6917  1.28
C: -0.6774 -7.0477 0.1027  -0.79
H: 1.8716 -8.9158 -5.6996  0.30
H: -2.9426 2.2363 -2.2707  0.52
S: -3.6039 1.2659 5.1260  1.07
H: 1.8301 1.4550 -6.3520  0.38
S: 1.0051 1.3135 -4.1194  1.31
O: -3.3461 2.6662 5.3958  -0.64
C: 1.1872 -10.1333 -4.0514  -0.71
H: -4.7330 5.5813 1.1355  0.43
H: 0.1827 -9.8078 -4.3229  0.33
C: -5.7000 6.9021 -1.1234  -0.60
H: 0.7600 6.7225 3.5056  0.42
H: -0.4232 3.0252 2.1089  -0.92
H: 2.9562 -7.5577 -3.6647  0.36
O: 0.0048 0.2820 0.0625  -0.11
C: 3.1997 -8.5584 -3.3014  -0.71
S: -0.7268 4.8806 3.8169  1.41
C: 1.2932 0.7007 -5.7763  -0.83
H: -4.9030 5.9214 -2.9013  0.37
C: 0.2652 2.4032 1.4239  0.07
C: -1.1263 2.3903 -0.8949  0.51
O: 2.4885 -5.4048 -0.2799  -0.67
O: -1.9193 -1.4557 0.5831  -0.70
C: 1.8134 -0.0274 -3.2703  1.16
H: 3.1808 -0.3421 -5.6515  0.30
C: -2.4461 0.1567 -1.5719  -0.83
H: -6.5577 6.6948 -0.4757  0.28
C: 2.1130 -0.5815 -5.6204  -0.72
O: -4.7906 3.5213 -0.4996  -0.79
O: -0.0218 3.6217 3.9027  -0.69
H: -3.4831 -0.2799 -1.3655  0.46
H: 1.7416 3.2216 -1.4130  0.25
H: 2.2974 -10.6189 -5.8598  0.32
C: -0.6342 1.5758 0.3936  0.78
H: -1.1042 -1.3046 5.4982  0.38
H: -3.0215 5.9149 0.7339  0.13
H: -0.6814 5.6149 6.8612  0.31
H: -5.9718 7.7405 -1.7681  0.34
H: -1.3568 -6.9503 0.9561  0.42
H: 4.1005 3.1718 -1.5345  0.30
H: -2.1188 0.0231 -2.6626  0.33
H: 1.2966 -0.2401 -2.3349  -0.63
O: 6.3128 -0.8436 1.5890  -0.59
H: 5.5863 1.5812 -1.7409  0.37
O: -1.3911 5.3146 2.6062  -0.56
H: 3.9510 4.1396 0.0092  0.36
O: 1.7688 2.5247 -3.9195  -0.76
H: -4.7064 7.9638 0.5078  0.38
H: 0.7569 -1.6094 -4.2874  0.29
C: 3.0165 -1.5387 -0.0896  -0.47
O: -4.9256 0.6930 5.2309  -0.71
C: 4.1052 -1.4991 0.8447  -0.47
C: -0.0231 -4.7030 0.0519  0.14
H: 0.0788 7.7269 5.8762  0.38
O: 5.9350 -0.1347 -0.5493  -0.39
C: -2.5591 1.7459 -1.3140  -0.69

Forces on atoms 1 to 2 (eV/Å):
1.006 1.362 3.892
0.007 0.126 0.127


Record 3
Computed, not measured: a 4-piece molecular cluster, C37H72BClN3O11P overall in a non-equilibrium geometry, with ωB97M-V with the def2-TZVPD basis set.

Highest occupied orbital energy ... -7.52 eV
E ... -3271.0374 a.u.
Energy relative to the best compared isomer or geometry (same formula, charge and spin) ... 89.3 kcal/mol
SMILES string ... CCP(CC)[C@](C#N)(CCCCn1cccc1)[C@@](C#N)(CCCCl)B(O)O.COCCOCCOC.COCCOCCOC.COCCOCCOC

Last column: Mulliken charge in e.
Cartesian coordinates (Å):
H: -4.5845 4.0620 0.9854  0.26
C: -0.5983 -3.2694 1.1149  -0.44
H: 1.1897 1.2877 -1.9486  0.36
H: -4.9738 6.0206 -1.9089  0.37
P: 7.7119 -1.3405 2.5954  -0.03
C: -5.8512 6.6861 -3.7573  -0.55
C: 0.7768 0.8118 -1.0520  -0.46
H: -5.0971 3.4825 -1.3081  -0.04
H: -6.8794 4.5017 -4.8885  0.15
H: 7.3896 1.7916 -1.5411  0.31
H: -3.2245 -6.0639 -0.1305  0.43
H: 8.0137 0.0006 4.6229  0.37
O: 7.9040 1.8797 -0.7128  -0.59
H: -1.1182 5.0584 -2.0560  0.39
H: 1.6499 2.3217 1.0754  0.37
H: -10.7198 6.7517 -4.7783  0.32
H: -8.2544 7.0151 -5.9753  0.35
H: -5.0427 2.9707 -3.0281  0.33
O: -6.2571 4.5941 -2.6135  -0.34
H: 2.6077 -5.3845 -0.3566  0.41
H: -3.9525 -5.9877 -2.3752  0.42
H: -6.2483 -3.9801 -0.0512  0.19
H: 8.0345 -2.6777 5.2939  0.23
H: -4.3990 5.1499 -3.3627  0.35
H: 8.7197 -0.8157 -1.0609  0.28
C: 7.6085 2.0890 2.3926  -0.61
C: 1.5324 -2.4208 0.8977  0.12
C: 7.2393 2.8658 3.7458  -0.52
H: 8.0047 2.9008 1.7102  0.48
H: -8.9771 5.3857 -6.1277  0.43
N: 4.4251 0.6383 -1.0805  -0.59
O: 8.8461 -0.3004 -0.2449  -0.56
O: -2.6576 3.5165 0.4578  -0.19
C: 6.2582 -2.2986 0.2239  -0.40
C: -5.7699 -4.2368 0.8952  -0.42
H: -0.4828 3.7721 1.3352  0.15
O: -5.8976 6.3260 -5.1364  -0.48
H: 6.3848 3.5859 3.6026  0.40
C: -3.6118 3.8540 1.4441  -0.82
C: 4.8163 -2.6303 -0.3551  -0.25
H: 1.5593 0.2760 -0.5066  -0.03
O: 0.1670 1.7795 -0.2207  -0.26
C: -8.3068 6.0149 -5.5297  -0.59
H: 4.0671 -1.8020 -0.2870  -0.45
H: 2.3472 -1.6711 1.0189  0.17
H: -5.6823 -3.3109 1.4700  0.40
H: -0.9572 3.3917 -1.5262  0.17
H: 7.9725 -4.6725 4.0213  0.35
C: -4.4156 -5.2591 -1.6987  -0.60
C: 7.2350 -0.7644 4.3177  -0.15
C: -5.6788 3.3621 -2.2267  -0.40
H: -8.2187 -7.1909 2.3405  0.32
H: 7.4080 -1.3818 6.4161  0.45
O: -7.0515 -6.2869 0.8895  -0.26
H: 6.1963 -2.3528 5.5112  0.22
C: 1.0947 2.7543 0.2336  -0.47
H: 0.0158 0.0978 -1.3668  0.28
H: -6.6685 5.0953 -6.5276  0.40
H: -9.5306 8.0322 -4.3634  0.33
C: -1.1154 4.4123 -1.1736  -0.54
H: -1.6785 -3.3746 1.3673  0.44
H: 4.8389 -4.8256 0.0033  0.39
H: 1.7959 3.0137 -0.5683  0.35
H: 6.6319 -3.2792 0.6586  0.24
C: 7.6162 -4.2484 3.0478  -0.95
C: 6.3023 -1.1830 1.3434  1.98
C: -6.9164 5.3998 -5.5064  -0.35
C: 4.9782 -1.3784 2.1830  -0.42
H: 1.0655 4.5997 1.2921  0.41
C: 4.1567 -3.9548 0.2519  -0.40
H: -6.0128 -5.5908 2.5476  0.35
C: 5.2527 0.6268 -0.2793  -0.94
H: -3.2634 4.5127 -1.2165  -0.37
H: -0.0367 -1.1470 2.0956  0.39
C: -5.2743 5.5922 -2.8734  -0.34
H: 5.6796 1.1208 2.7998  0.41
O: -0.0172 4.8613 -0.3829  -0.50
H: -5.1785 7.5465 -3.7069  0.42
C: -7.4019 -7.4250 1.6495  -0.78
H: -3.9241 -4.2869 -1.8211  0.36
H: 6.2439 -0.2437 4.3871  0.34
O: -8.8405 6.0893 -4.2142  -0.24
H: -4.9008 -6.5779 -0.0359  0.18
C: 8.5354 -3.0149 2.5790  -0.73
H: -6.4835 2.6491 -2.0463  0.30
C: 6.2554 1.4421 1.8921  -1.22
H: 9.0045 -3.1795 1.5684  0.42
C: 0.2842 -4.1663 0.3535  -0.58
N: 1.6051 -3.6400 0.2436  0.38
C: -2.4575 4.5702 -0.4774  0.25
H: 4.0323 -3.8458 1.3636  0.24
C: -6.0041 -4.3318 -3.1647  -0.76
C: 6.4039 0.3227 0.7629  0.62
Cl: 8.6969 3.5854 4.5487  -0.22
C: 2.7491 -4.2664 -0.4379  -0.75
H: -7.0745 -4.3013 -3.3678  0.23
O: -4.4298 -4.6807 0.6926  -0.38
H: -3.2754 4.7215 2.0221  0.35
C: -6.6061 -5.2119 1.7081  -0.59
B: 7.7760 0.6044 -0.0618  0.87
H: 6.8401 2.0732 4.4500  0.21
H: -2.4965 5.5423 0.0272  0.44
O: -5.7918 -5.1619 -2.0422  -0.25
H: -5.6630 -3.3118 -2.9555  0.32
H: -6.5343 -7.7974 2.2050  0.33
H: -10.2481 7.0334 -3.0872  0.24
H: -3.7135 3.0065 2.1222  0.23
C: 7.2301 -1.9114 5.4305  -1.25
H: 7.7286 -5.0650 2.2768  0.29
H: -0.0177 -5.1390 -0.1012  0.36
C: -9.8914 7.0274 -4.1170  -0.78
H: 2.7510 -4.0131 -1.5342  0.20
H: 5.6570 2.2897 1.4357  0.56
C: 0.3668 4.0076 0.6930  -0.46
C: -4.2573 -5.7264 -0.2606  -0.44
H: -5.4867 -4.7294 -4.0444  0.31
H: 8.4089 1.3607 2.6827  0.31
N: 4.0482 -1.2793 2.8558  -0.69
H: -7.7312 -8.2043 0.9619  0.23
H: -7.4953 -4.6976 2.0944  0.41
H: 9.3981 -2.9540 3.3101  0.48
H: 6.5422 -3.9129 3.0697  0.22
H: 6.9323 -2.1020 -0.6566  0.06
C: 0.2240 -2.0599 1.5157  -1.07
H: -6.8269 7.0231 -3.4038  0.20
H: 4.9452 -2.8401 -1.4636  0.55

Forces on atoms 1 to 2 (eV/Å):
-0.065 0.106 0.108
2.876 0.671 -0.631


Q: What is the E in the first record?
A: -3347.2175 a.u.


Q: Which value of E does entry 3 give?
A: -3271.0374 a.u.


Q: The highest E belongs to which entry?
A: C37H72BClN3O11P